ORCA calculation (ωB97M-V with the def2-TZVPD basis set) on an isolated molecule of C22H31N3O6S.

XYZ file:
```
63
Properties=species:S:1:pos:R:3:forces:R:3
C -4.567128 -0.181501 -2.557208 0.1 -0.3 0.3
C -4.871676 -1.022940 -1.327374 -0.4 0.4 -0.1
H -5.692536 -1.720261 -1.525970 0.1 0.1 0.1
H -5.129148 -0.392965 -0.470998 0.0 -0.1 -0.1
O -3.742127 -1.826486 -0.981844 0.2 -0.1 0.0
C -3.137511 -1.589178 0.195460 0.0 -0.3 0.0
O -3.484821 -0.743415 0.992754 -0.2 0.4 0.1
N -2.118336 -2.450248 0.421238 -0.1 -0.1 -0.1
C -1.571545 -3.348761 -0.566868 0.1 -0.1 -0.4
H -2.245708 -3.392751 -1.420430 0.1 -0.1 0.1
C -0.180381 -2.877689 -1.002860 0.0 -0.2 0.3
H 0.233046 -3.592926 -1.716907 0.0 0.0 -0.1
H -0.268050 -1.904503 -1.491238 0.0 0.1 -0.1
C 0.735456 -2.740699 0.214246 -0.1 0.2 0.2
N 2.039222 -2.259077 -0.221852 -0.3 -0.2 -0.3
C 3.034447 -1.852977 0.600634 0.4 -0.1 -0.4
O 2.910712 -1.738487 1.799968 0.1 0.0 0.5
C 4.363532 -1.593092 -0.102584 0.0 0.0 0.3
C 4.304705 -0.660412 -1.293412 -0.1 0.8 0.4
H 5.236519 -0.675923 -1.854857 0.0 0.1 0.0
H 3.474489 -0.837286 -1.971763 0.0 0.0 -0.1
S 4.133748 1.084724 -0.744041 0.0 -0.1 -0.6
O 4.412239 1.893494 -1.902842 -0.2 -0.1 -0.2
O 4.948324 1.277200 0.423407 -0.2 -0.2 0.4
C 2.407724 1.287825 -0.324207 0.7 -0.2 -0.1
C 1.503155 1.430150 -1.359337 0.0 0.0 0.0
C 0.157264 1.634213 -1.098167 -0.1 0.0 -0.2
C -0.246272 1.695457 0.229518 0.6 0.0 -0.1
C 0.679692 1.541565 1.271085 -0.1 0.1 -0.3
C 2.014609 1.337924 1.004266 -0.1 0.0 0.1
H 2.750502 1.222272 1.782889 0.1 0.0 0.2
C -0.021980 1.632604 2.591767 0.1 0.0 0.0
H 0.364761 2.465652 3.180314 0.0 0.0 0.0
H 0.119316 0.721320 3.173091 0.0 0.0 0.0
C -1.494344 1.845876 2.198923 -0.4 0.0 0.5
N -1.519626 1.911847 0.739447 0.1 0.0 -0.1
C -2.648350 2.129125 -0.004990 -0.1 0.0 0.4
O -2.630902 2.094137 -1.218995 0.0 0.1 -0.2
C -3.900336 2.413069 0.794173 -0.2 0.1 -0.2
C -5.044580 2.866836 -0.103833 0.2 -0.1 0.1
H -5.940681 3.038260 0.487469 -0.1 0.0 0.0
H -4.779133 3.788739 -0.615839 0.0 0.0 -0.1
H -5.257218 2.114418 -0.856910 -0.1 0.0 -0.1
H -3.692812 3.179707 1.543004 0.0 -0.1 0.1
H -4.166941 1.490269 1.314884 0.1 0.0 0.1
H -2.132919 1.020388 2.525491 0.0 0.1 0.0
H -1.884176 2.774269 2.624210 0.0 -0.1 0.0
H -0.556294 1.758011 -1.894701 0.0 0.0 0.0
H 1.869697 1.410667 -2.373692 0.0 0.0 -0.2
H 4.771660 -2.563780 -0.401334 0.0 0.1 0.0
H 5.035894 -1.153260 0.637517 -0.1 -0.2 0.0
H 2.260581 -2.428496 -1.190189 0.1 0.0 0.1
C 0.086988 -1.789393 1.220463 -0.1 -0.3 0.2
C -1.297564 -2.303386 1.602190 0.1 0.3 0.1
H -1.799238 -1.606574 2.273737 0.1 -0.1 0.0
H -1.217907 -3.278791 2.094797 0.0 0.0 0.0
H 0.716948 -1.704750 2.103512 -0.1 0.1 0.0
H -0.003663 -0.806964 0.758508 0.0 0.0 0.0
H 0.862688 -3.725453 0.691117 -0.1 0.1 0.0
H -1.497161 -4.347395 -0.120006 0.0 0.0 -0.1
H -5.468417 0.337562 -2.872025 -0.1 0.1 -0.1
H -4.227715 -0.819285 -3.369682 0.0 -0.1 -0.1
H -3.795544 0.552438 -2.336097 0.0 0.0 0.0
```
Forces are in eV/Å.

The SMILES is CCOC(=O)N1CCC(NC(=O)CCS(=O)(=O)c2ccc3c(c2)CCN3C(=O)CC)CC1. As for the charge: 0. As for the multiplicity: 1.

***

ORCA calculation (ωB97M-V with the def2-TZVPD basis set) on an isolated molecule of C3H7NO2S in a non-equilibrium geometry.

XYZ file:
```
14
Properties=species:S:1:pos:R:3:forces:R:3
C 0.047600 -0.348893 0.970804 -0.4 0.4 -2.2
C 0.162205 -1.390975 -0.096692 -1.1 -1.1 -1.4
C -0.190921 0.933380 0.183119 2.3 -1.5 0.2
N -0.416604 1.177591 -2.343042 0.5 -0.4 0.6
O 2.027059 1.485905 -1.553270 -0.3 -0.4 0.3
O 1.068263 -0.863857 -1.074254 0.1 1.7 -0.8
S 0.733374 0.874267 -1.396487 -0.9 -2.0 1.2
H -0.699090 -0.518014 1.706250 -0.5 -0.3 0.7
H 1.040980 -0.431695 1.311732 1.1 0.9 1.4
H 0.659748 -2.272908 0.395570 -0.7 0.4 -1.2
H -0.825339 -1.589179 -0.660564 1.3 -0.3 1.2
H -1.125554 1.095147 -0.225951 -2.2 0.2 -0.1
H 0.178261 1.697789 0.765779 0.6 2.3 0.8
H -0.142873 1.651126 -3.181296 0.4 -0.1 -0.7
```
Forces are in eV/Å.

The SMILES is N=[S@@]1(=O)CCCO1. As for the charge: 0. As for the multiplicity: 1.

***

ORCA calculation (ωB97M-V with the def2-TZVPD basis set) on a cluster of 9 separate species, C30H81N3O14 in total in a non-equilibrium geometry.

XYZ file:
```
128
Properties=species:S:1:pos:R:3:forces:R:3
C 2.327714 4.357638 1.724105 1.0 -1.2 1.1
C 1.928344 4.051027 0.335375 -0.5 0.1 -1.4
O 2.292435 2.751983 -0.090766 0.5 -0.7 0.2
H 1.836810 3.688185 2.433561 -0.2 -0.1 0.0
H 2.129227 5.362041 2.056335 0.1 0.5 -0.1
H 3.393885 4.085782 1.804818 -0.2 0.6 0.2
H 2.426243 4.741104 -0.370341 -0.3 -0.2 0.3
H 0.854207 4.128917 0.220041 -0.4 0.4 -0.1
H 1.633973 2.084078 0.185942 0.0 0.6 -0.1
C 1.026079 -4.931238 1.374042 -0.7 0.4 -1.5
C 1.172760 -3.663987 2.253905 1.7 -2.4 -0.9
O 2.459267 -3.054177 2.082013 0.3 0.0 -0.5
H 1.661028 -5.782603 1.632181 0.1 0.3 0.2
H 1.248450 -4.648430 0.317515 0.1 -0.2 0.6
H -0.026071 -5.304742 1.279774 0.7 0.4 0.6
H 1.186282 -4.043776 3.256808 -0.3 0.4 0.8
H 0.361090 -3.029318 2.036342 -0.9 1.1 0.0
H 2.691722 -2.859168 1.138161 -0.8 -0.1 0.6
C 3.777868 0.674599 4.100982 0.5 -0.9 1.5
C 3.032459 -0.532565 4.807048 1.5 2.9 1.9
O 2.261499 -1.316751 4.017835 0.2 -1.7 -2.0
H 3.131488 1.110495 3.380811 -0.7 0.6 -0.6
H 4.628809 0.239579 3.551386 0.0 0.5 0.2
H 4.107760 1.476390 4.861980 -0.4 -1.4 -1.2
H 2.433696 -0.096563 5.624057 -0.4 -0.1 -0.5
H 3.778622 -1.072422 5.379930 0.4 -0.6 -0.1
H 2.797208 -1.855123 3.339855 -1.2 0.6 0.9
C 7.107074 1.346641 1.168869 0.6 -1.7 0.6
C 7.061208 2.639530 0.438417 -0.9 -0.3 -1.4
O 5.753210 2.800595 -0.191287 2.0 0.4 -0.7
H 8.081350 0.989751 1.569885 -0.2 0.9 -0.3
H 6.834129 0.485891 0.501384 -0.4 0.9 0.7
H 6.489907 1.459949 2.062404 -0.4 -0.6 -0.1
H 7.772880 2.639307 -0.374061 0.1 0.0 -0.4
H 7.314864 3.483542 1.040290 -0.1 0.7 0.7
H 5.055159 2.646317 0.418291 -0.9 -0.2 1.0
C -1.519099 3.006116 3.186819 0.2 -0.4 -0.4
O -2.714973 2.600926 2.506054 0.6 0.3 0.5
C -3.853450 3.352602 2.912476 1.4 0.4 -0.4
C -5.053287 2.652892 2.403845 -0.9 -0.2 -0.1
N -5.383862 1.515160 3.287204 0.1 0.2 -0.5
C -6.672468 0.948185 2.941933 -0.4 -0.2 -0.1
C -6.847852 -0.480805 3.445326 0.9 0.4 -0.4
O -8.074244 -0.889591 2.914226 -0.5 -1.1 0.4
C -8.500538 -2.194926 3.340082 -1.1 1.0 -1.0
H -1.574082 2.763353 4.271581 0.1 -0.2 -0.5
H -1.460019 4.113161 3.146817 0.5 -0.5 -0.3
H -0.633914 2.446667 2.695175 -1.5 1.2 0.9
H -3.835189 4.382549 2.503321 0.3 -0.3 0.0
H -3.830568 3.465264 4.002880 -0.3 -0.1 0.1
H -4.858301 2.257560 1.351258 -0.3 0.6 1.3
H -5.847486 3.451835 2.363460 0.2 -0.9 -0.1
H -5.361927 1.776586 4.270340 0.0 0.2 -0.3
H -6.766366 0.974922 1.842775 0.0 -0.2 0.4
H -7.531143 1.511345 3.337168 0.1 0.2 -0.1
H -6.787864 -0.492951 4.551425 -0.3 -0.1 -0.2
H -6.002700 -1.090265 3.074279 -0.3 0.0 0.1
H -7.693848 -2.880368 3.432786 0.9 -0.6 -0.1
H -9.230083 -2.565657 2.579794 0.6 0.3 0.6
H -9.007135 -2.146902 4.297257 -0.1 0.1 0.3
C -1.823264 1.146902 -7.819887 0.7 0.8 -1.2
O -2.495550 1.745492 -6.745658 -0.4 0.1 0.8
C -2.228730 1.140573 -5.469026 0.2 -0.8 -0.3
C -3.003124 -0.204922 -5.332890 0.2 0.4 0.5
N -2.805575 -0.911458 -4.031475 0.8 -0.4 -1.9
C -3.682634 -0.898803 -2.897631 -1.2 0.1 0.5
C -2.926244 -1.728606 -1.830554 -0.8 -0.4 -1.3
O -3.617014 -1.957919 -0.660161 -0.8 0.0 1.0
C -3.778128 -0.746511 0.085674 0.7 0.7 -2.2
H -1.492273 1.934662 -8.567441 -0.6 -0.6 0.9
H -2.426143 0.415360 -8.401693 0.3 0.2 0.6
H -0.887860 0.731153 -7.445165 0.1 -0.5 -0.2
H -2.500149 1.844109 -4.667761 -0.1 -0.2 -0.4
H -1.147458 0.938505 -5.382873 -0.2 0.1 0.1
H -2.701754 -0.882256 -6.152970 0.1 0.3 0.5
H -4.024962 0.061433 -5.557776 -0.7 -0.1 0.2
H -2.620025 -1.889713 -4.265161 0.0 0.5 0.2
H -4.737090 -1.295820 -3.053721 1.1 -0.1 0.0
H -3.879666 0.109035 -2.529944 0.4 0.2 -0.2
H -2.004195 -1.251925 -1.599534 1.1 0.6 0.0
H -2.695812 -2.696879 -2.316280 -0.1 0.2 0.5
H -4.268874 -0.970079 0.995215 -0.3 -0.2 1.0
H -4.393490 -0.029907 -0.515217 0.2 -0.4 0.6
H -2.778838 -0.260803 0.199478 -0.6 -0.3 0.3
C 0.891511 -2.222366 -5.134915 0.7 -0.1 -3.2
O 2.249995 -2.757673 -5.209815 -1.8 0.6 0.9
C 2.488384 -3.597490 -4.107244 1.7 -0.2 1.0
C 3.731883 -3.128078 -3.294468 -0.5 -0.3 1.2
N 3.526413 -1.727767 -2.816254 0.6 -1.3 -1.3
C 4.732597 -1.051606 -2.321001 -0.1 0.9 0.8
C 4.426757 0.457109 -2.377103 -1.1 -1.1 -0.8
O 4.435692 0.887463 -3.724921 0.3 -1.0 -0.2
C 4.105562 2.229866 -3.838175 0.1 0.6 -1.5
H 0.631169 -1.670600 -4.250664 0.4 0.5 0.4
H 0.140482 -3.005397 -5.275184 0.2 -0.3 0.3
H 0.816895 -1.633748 -6.110137 0.0 -0.2 1.6
H 2.841040 -4.568564 -4.455162 -0.6 -0.4 -0.2
H 1.612238 -3.696520 -3.436097 0.4 0.0 -0.4
H 4.653377 -3.221086 -3.906008 -0.4 0.1 0.2
H 3.813193 -3.842400 -2.413789 0.1 0.8 -0.9
H 3.279252 -1.309308 -3.712265 -0.1 0.7 0.3
H 5.699860 -1.234202 -2.866185 -0.9 -0.2 0.3
H 4.845061 -1.326875 -1.235834 0.2 0.2 -1.0
H 5.096855 1.028242 -1.805794 1.1 0.8 0.9
H 3.404466 0.635861 -2.004370 0.3 -0.1 0.1
H 3.233562 2.477257 -3.260855 -0.7 0.2 0.2
H 3.977513 2.474836 -4.912712 -0.3 -0.4 0.5
H 4.901719 2.882913 -3.543216 0.7 0.4 0.7
C 2.011960 -0.507771 0.144090 0.2 1.0 0.8
C 0.525796 -0.388170 0.123668 -1.0 -0.6 -1.1
O 0.017113 0.888897 0.475455 0.7 -0.2 0.1
O 2.391320 -1.742928 -0.312940 0.3 -2.1 0.6
H 2.318872 -0.418191 1.199177 0.3 0.2 -0.3
H 2.475820 0.242147 -0.479181 0.1 0.6 0.2
H 0.143602 -1.178435 0.769430 -0.3 0.1 0.2
H 0.196825 -0.653100 -0.894923 -0.1 0.4 0.2
H 0.199802 0.925651 1.425297 -0.5 0.0 0.4
H 2.571437 -1.750475 -1.262457 0.2 0.2 -0.9
C -2.273817 -0.724293 3.022961 1.2 -1.2 -1.0
C -1.032107 -0.651214 3.923908 -1.8 0.2 0.4
O 0.045511 -0.105528 3.204255 0.7 -0.7 0.2
O -3.474275 -0.949817 3.726215 0.3 0.4 0.0
H -2.134264 -1.620916 2.364952 0.0 0.8 0.1
H -2.278765 0.181329 2.394152 -0.3 -0.3 0.3
H -0.838272 -1.665497 4.290809 0.3 0.2 0.1
H -1.337357 -0.027921 4.784736 0.4 -0.1 -0.1
H 0.817467 -0.683956 3.444116 -0.1 0.8 -0.3
H -3.945527 -0.121432 3.604724 -0.7 0.4 0.2
```
Forces are in eV/Å.

The SMILES is COCCNCCOC.COCCNCCOC.COCCNCCOC.OCCO.OCCO.CCO.CCO.CCO.CCO. As for the charge: 0. As for the multiplicity: 1.

***

no.,LUMO energy (eV),orbital gap (eV)
1,0.48,8.9987
2,0.83,10.8795
3,0.71,9.5210